DFT (the ωB97M-V functional and the def2-TZVPD basis) results for C19H28N4O3 in the gas phase.

Cartesian coordinates (Å):
C  4.27211  -2.65273  2.32568
C  2.76725  -2.40470  2.34262
C  2.44759  -0.95456  1.99049
C  2.04059  -3.39968  1.39453
N  0.61900  -3.46868  1.64832
C  -0.27292  -2.65257  1.00655
C  -1.55569  -2.40962  1.49213
C  -2.44622  -1.64500  0.76472
C  -2.07847  -1.08433  -0.45393
C  -3.06729  -0.24923  -1.19018
O  -4.27089  -0.41021  -1.09672
N  -2.50468  0.69406  -1.98837
C  -3.32023  1.69935  -2.63840
C  -2.52374  2.98361  -2.84800
C  -2.02874  3.58338  -1.52847
N  -0.99685  2.75482  -0.91492
C  -1.01064  2.79458  0.53836
C  -0.00160  1.77767  1.07251
O  1.29715  2.03441  0.59176
C  1.31505  2.02477  -0.81474
C  0.34248  3.05493  -1.39250
C  -0.80079  -1.33520  -0.95556
C  0.08656  -2.11440  -0.24058
N  1.35818  -2.40947  -0.73467
C  2.33762  -3.05635  -0.06083
O  3.39965  -3.31547  -0.58626
H  4.50184  -3.65111  2.69131
H  4.77852  -1.92815  2.95868
H  4.65769  -2.56348  1.31377
H  2.38950  -2.60644  3.35416
H  2.85481  -0.69395  1.01662
H  2.88610  -0.28458  2.72587
H  1.37403  -0.78016  1.97630
H  2.46358  -4.39729  1.57594
H  0.36659  -3.75042  2.58417
H  -1.84853  -2.83608  2.44023
H  -3.44392  -1.46469  1.13335
H  -1.57709  1.02131  -1.74465
H  -3.66412  1.31224  -3.60517
H  -4.21046  1.88516  -2.02560
H  -3.16104  3.71414  -3.34793
H  -1.67425  2.77715  -3.50149
H  -1.66357  4.60843  -1.69965
H  -2.87328  3.64259  -0.83813
H  -2.00814  2.52580  0.89156
H  -0.75228  3.79776  0.91837
H  0.05897  1.83230  2.16042
H  -0.32033  0.76733  0.77340
H  2.34033  2.25295  -1.11043
H  1.04282  1.02245  -1.18099
H  0.35987  3.00319  -2.48283
H  0.66171  4.06573  -1.08348
H  -0.50971  -0.95856  -1.92572
H  1.56588  -2.15299  -1.69161

Results
Energy above the lowest of the compared OMol25 structures with the same formula, charge and spin, kcal per mole: 10.2
E_tot, eV: -32261.798
SMILES: CC(C)[C@H]1Nc2ccc(C(=O)NCCCN3CCOCC3)cc2NC1=O
HOMO energy, eV: -7.82
Net charge: 0

***

DFT (the ωB97M-V functional and the def2-TZVPD basis) results for C19H28N8O2 in the gas phase.

Cartesian coordinates (Å):
C  -2.76926  4.06388  0.24895
C  -2.45937  3.72470  -1.18244
C  -2.83722  4.56987  -2.22321
N  -2.59002  4.33719  -3.50760
C  -1.94200  3.21689  -3.81493
C  -1.51739  2.29453  -2.86697
C  -0.84829  1.04242  -3.35659
O  -0.87329  0.73228  -4.54154
N  -0.24552  0.27935  -2.42221
C  0.18919  -1.08406  -2.70786
C  1.57472  -1.09574  -3.33923
C  0.14250  -1.89526  -1.41694
C  -1.24465  -2.04647  -0.79608
N  -1.75966  -0.77009  -0.26897
C  -2.31036  -0.78625  1.04988
O  -1.96072  0.02245  1.86856
C  -3.38134  -1.82268  1.40460
C  -2.84753  -3.12455  2.05659
C  -3.38717  -4.25770  1.16627
C  -4.57693  -3.61967  0.46327
N  -4.10427  -2.26539  0.22701
C  -5.07979  -1.32134  -0.28968
C  -5.05497  -1.27412  -1.78087
N  -5.88179  -1.95843  -2.58896
N  -5.51947  -1.66469  -3.81034
N  -4.51116  -0.83699  -3.71227
C  -3.85141  -0.26347  -4.87194
N  -4.17535  -0.55678  -2.46688
C  -1.78499  2.56496  -1.52888
H  -2.14176  4.88520  0.59953
H  -3.80835  4.37433  0.36374
H  -2.59303  3.20825  0.90050
H  -3.37561  5.48692  -2.00075
H  -1.74479  3.02654  -4.86273
H  -0.37345  0.50628  -1.44937
H  -0.52178  -1.50671  -3.42603
H  1.86289  -2.11200  -3.61346
H  1.58043  -0.47989  -4.23715
H  2.31457  -0.70225  -2.63929
H  0.53219  -2.89301  -1.63519
H  0.81819  -1.44384  -0.68249
H  -1.94168  -2.47358  -1.52271
H  -1.17308  -2.76348  0.02219
H  -2.43482  -0.37301  -0.91916
H  -4.03231  -1.30882  2.12587
H  -1.76141  -3.13652  2.13955
H  -3.24045  -3.20459  3.06871
H  -2.64495  -4.55519  0.42479
H  -3.66071  -5.14113  1.74067
H  -4.84285  -4.10517  -0.47655
H  -5.46927  -3.62961  1.11182
H  -6.09733  -1.55739  0.04615
H  -4.84060  -0.32173  0.07966
H  -3.82883  0.81824  -4.76739
H  -2.82971  -0.62589  -4.94126
H  -4.43007  -0.55547  -5.74211
H  -1.49685  1.88146  -0.73676

Results
Energy above the lowest of the compared OMol25 structures with the same formula, charge and spin, kcal per mole: 26.5
E_tot, eV: -36173.190
SMILES: Cc1cncc(C(=O)N[C@@H](C)CCNC(=O)[C@@H]2CCCN2Cc2nnn(C)n2)c1
HOMO energy, eV: -9.15
Net charge: 0

***

DFT (the ωB97M-V functional and the def2-TZVPD basis) results for 8 unconnected molecules or ions with the total composition C19H29Br2Cl21N3O in a non-equilibrium geometry.

Cartesian coordinates (Å):
C  -0.96669  -0.39730  -1.76603
C  -1.89414  -1.20524  -0.86680
O  -1.47625  -1.40106  0.48486
C  -1.34244  -0.25883  1.28099
C  0.00854  0.46619  1.16135
Br  -0.03073  2.36797  1.50887
C  1.15876  -0.07139  0.83064
C  1.34409  -1.51073  0.51235
Br  2.75672  0.93476  0.66757
N  -2.38004  0.73884  1.08485
C  -3.70756  0.28664  1.43505
C  -3.80835  0.31841  2.95727
N  -2.41957  0.22839  3.51109
C  -1.60716  -0.77070  2.75836
C  -0.40651  -1.27437  3.56643
C  0.15707  -0.32179  4.60886
C  1.42952  0.39393  4.37065
N  -0.38643  -0.14907  5.72945
H  0.07471  -0.47628  -1.51522
H  -1.12332  -0.68614  -2.79199
H  -1.24394  0.65226  -1.71984
H  -1.99273  -2.19325  -1.29159
H  -2.88623  -0.77764  -0.94155
H  1.34190  -1.70475  -0.55217
H  0.63121  -2.17277  0.97932
H  2.33056  -1.80507  0.84914
H  -2.30913  1.19259  0.18511
H  -4.42477  0.96577  1.00236
H  -3.94562  -0.69533  1.03589
H  -4.34350  -0.56562  3.27992
H  -4.30390  1.19107  3.34662
H  -2.52959  -0.14947  4.45156
H  -1.95766  1.14565  3.55838
H  -2.26315  -1.61858  2.62203
H  0.40047  -1.63181  2.94899
H  -0.74413  -2.12909  4.14049
H  1.42966  0.95956  3.45489
H  2.19326  -0.37480  4.25057
H  1.70123  0.96878  5.23849
H  -1.21188  -0.74970  5.83572
C  1.01692  -1.56600  -5.12677
Cl  0.48467  -3.18592  -4.69471
Cl  -0.36063  -0.56379  -5.58962
Cl  1.91776  -0.81555  -3.80149
H  1.68041  -1.63803  -5.97813
C  -2.40921  3.84637  5.69818
Cl  -2.25178  2.45376  6.76464
Cl  -1.87909  3.42307  4.05450
Cl  -4.06492  4.44012  5.68091
H  -1.76355  4.63479  6.06346
C  3.93979  -5.32865  -5.84736
Cl  3.65677  -5.18853  -7.58313
Cl  3.84899  -3.74147  -5.08115
Cl  2.79004  -6.44675  -5.11223
H  4.93667  -5.72045  -5.69657
C  -1.09409  -4.88543  0.40827
Cl  -0.21065  -5.08868  -1.10298
Cl  -1.95009  -6.35782  0.84996
Cl  0.01509  -4.39279  1.69598
H  -1.82137  -4.09496  0.27467
C  4.69235  -1.39930  -8.31144
Cl  4.02859  -0.77878  -6.79484
Cl  3.39531  -1.81178  -9.43190
Cl  5.79389  -0.22632  -9.02817
H  5.24978  -2.30075  -8.09080
C  -2.71400  8.49733  4.92566
Cl  -3.93016  9.02604  3.76788
Cl  -3.39827  8.37124  6.54521
Cl  -2.01300  6.95023  4.42656
H  -1.92132  9.23295  4.94740
C  4.72124  3.34645  -6.19262
Cl  4.42708  3.47803  -7.92521
Cl  4.65405  4.93115  -5.42081
Cl  3.56602  2.23756  -5.44792
H  5.71441  2.94263  -6.04840

Results
E_tot, eV: -429739.619
HOMO energy, eV: -12.10
Net charge: +1

***

DFT (the ωB97M-V functional and the def2-TZVPD basis) results for C19H29BrF6O4 in the gas phase in a non-equilibrium geometry.

Cartesian coordinates (Å):
C  -4.03748  0.57505  3.25053
C  -4.66319  -0.11750  2.04279
C  -3.69646  -1.01382  1.26336
C  -2.88671  -2.00680  2.11244
C  -1.58683  -2.41317  1.40302
C  -1.82664  -3.12156  0.07766
C  -0.55689  -3.66045  -0.62584
C  0.70537  -2.84485  -0.37172
C  0.59266  -1.45479  -0.99920
C  1.86044  -0.61317  -0.79071
C  1.69652  0.77064  -0.18915
C  3.14383  1.35053  0.06005
C  3.61367  1.35651  1.51346
C  3.97248  0.00496  2.08006
F  4.79882  -0.67552  1.25396
F  4.63185  0.15652  3.24988
F  2.91936  -0.78925  2.32757
O  0.97601  0.81681  1.05375
C  0.56875  2.10150  1.21466
O  0.03698  2.53407  2.17797
O  0.88994  2.82691  0.08923
C  0.90407  1.84067  -0.96678
Br  -1.01791  1.42524  -1.18968
C  1.58835  2.35965  -2.22917
C  0.88105  2.25223  -3.57313
O  1.92193  2.06204  -4.53503
C  0.14301  3.53342  -3.98886
F  -1.02033  3.70453  -3.34668
F  0.89119  4.62526  -3.77566
F  -0.14136  3.48431  -5.30679
H  -3.03336  0.92073  2.99638
H  -4.63717  1.40799  3.60679
H  -3.90801  -0.13459  4.06768
H  -5.53063  -0.71540  2.32994
H  -5.03448  0.64678  1.35604
H  -4.29163  -1.60066  0.56108
H  -3.00067  -0.41418  0.67015
H  -2.62217  -1.58008  3.07620
H  -3.47716  -2.91590  2.24920
H  -1.00144  -3.06650  2.05602
H  -0.99713  -1.50067  1.28476
H  -2.50305  -3.95751  0.27447
H  -2.36081  -2.48042  -0.62580
H  -0.73493  -3.62758  -1.70427
H  -0.42134  -4.71268  -0.37617
H  1.54420  -3.35548  -0.85403
H  0.92892  -2.77669  0.69313
H  -0.29243  -0.96613  -0.61321
H  0.43001  -1.60137  -2.07045
H  2.43174  -0.52018  -1.71333
H  2.50319  -1.17149  -0.10732
H  3.84160  0.71888  -0.48975
H  3.25206  2.34336  -0.36253
H  4.54509  1.92317  1.54587
H  2.93156  1.86092  2.19306
H  2.50032  1.77709  -2.34727
H  1.90353  3.38455  -2.04294
H  0.19505  1.41012  -3.62944
H  1.53665  1.63396  -5.30629

Results
E_tot, eV: -114712.420
SMILES: CCCCCCCCCC[C@]1(CCC(F)(F)F)OC(=O)O[C@@]1(Br)C[C@H](O)C(F)(F)F
HOMO energy, eV: -10.62
Net charge: 0

***

no.,orbital gap (eV)
1,8.51
2,9.72
3,9.61
4,10.80